1.
DFT (ωB97M-V/def2-TZVPD) results for a molecular structure, C23H35BiN2OS3Sb.

The calculation puts the lowest unoccupied orbital energy at -3.59 eV. Its orbital gap is 7.460 eV. As for the total charge: +1. As for the spin multiplicity: 1. The calculation puts the HOMO energy at -11.05 eV.

XYZ file:
```
66
Properties=species:S:1:pos:R:3:nbo_charge:R:1
Bi -0.90367 -1.32729 -0.95662 1.1720
Sb -0.99844 1.00535 0.89074 1.1987
S -3.35853 -1.66280 -0.38599 -0.1618
S 1.61323 1.04775 -2.75136 1.2274
S -1.81895 0.05510 -2.86155 -0.1329
O 1.18713 0.34946 -1.46044 -1.0485
N -6.49881 0.21499 -0.64118 -0.2245
N -4.68036 2.16669 -3.63844 -0.2243
C -4.16469 1.32782 -3.04640 0.2219
C -1.93031 3.89490 0.60355 -0.6286
C 3.13211 0.18767 -3.27053 -0.5942
C 1.56945 2.62240 1.43156 -0.6281
C -0.58077 -3.53230 1.46085 -0.0153
C 0.29382 -2.51339 1.84381 -0.2205
C 0.96387 -4.14241 -0.31859 0.0118
C 1.80917 -3.11293 0.08721 -0.2427
C 1.49433 -2.29232 1.16714 -0.0061
C -0.23356 -4.32763 0.36664 -0.2496
C -3.47165 0.28990 -2.33461 -0.2665
C -1.63956 2.67253 -0.26183 -0.7264
C 4.27121 1.20364 -3.25329 -0.4115
C -4.07862 -0.37888 -1.33144 -0.2727
C -5.42754 -0.05629 -0.95544 0.2227
C 1.34714 -5.04534 -1.45964 -0.6384
C 2.52518 2.53377 -2.25739 -0.5938
C -2.66313 0.75519 2.21320 -0.7362
C -2.50375 1.39455 3.58901 -0.6246
C 3.97949 2.12140 -2.07023 -0.4132
C -1.83502 -3.81018 2.24466 -0.6431
C 2.42935 -1.18935 1.57730 -0.6357
C 0.45057 1.89961 2.16781 -0.7152
H 1.17551 3.41149 0.78777 0.2061
H -3.39806 1.21119 4.18568 0.2370
H 2.02085 2.91327 -1.37091 0.2504
H 3.25393 -0.57150 -2.49507 0.2442
H 2.40682 3.25206 -3.07067 0.2442
H 4.63908 2.98717 -2.03567 0.2419
H 2.07573 -5.78760 -1.12889 0.2406
H 2.24700 3.09661 2.14314 0.2339
H -0.89886 -5.13013 0.06616 0.2284
H -2.53238 2.32973 -0.78579 0.2387
H -2.65395 3.67474 1.39027 0.2122
H -1.65649 0.98188 4.13858 0.2079
H -1.02858 4.28657 1.07652 0.2061
H 4.09174 1.57526 -1.13024 0.2124
H -0.14745 2.58824 2.76506 0.2401
H 0.82462 1.12215 2.83249 0.2358
H 0.05491 -1.91615 2.71971 0.2086
H 5.23776 0.70669 -3.18532 0.2422
H 2.15661 1.94172 0.81503 0.2115
H -2.62795 -4.20112 1.60741 0.2308
H 2.96271 -0.29533 -4.23027 0.2505
H 3.46228 -1.53728 1.58729 0.2349
H 0.48413 -5.58184 -1.85078 0.2265
H 2.74571 -2.95716 -0.43895 0.2178
H 2.36964 -0.36206 0.86474 0.2250
H -2.20395 -2.91363 2.74353 0.2174
H -0.88344 2.87322 -1.02152 0.2312
H 2.19229 -0.81278 2.57189 0.2146
H -2.37138 2.47564 3.53479 0.2093
H -2.83976 -0.31776 2.29266 0.2378
H -1.63669 -4.55661 3.01606 0.2439
H 1.80477 -4.48413 -2.27508 0.2198
H -3.51987 1.16648 1.67505 0.2409
H 4.26797 1.78453 -4.17828 0.2174
H -2.35393 4.69481 -0.00485 0.2396
```

2.
DFT (ωB97M-V/def2-TZVPD) results for a molecular structure, C23H35Br2Cl3NO2PtS6Si3Te.

The calculation puts the lowest unoccupied orbital energy (alpha / beta) at -3.38 / -5.46 eV. Its orbital gap (alpha / beta) is 6.361 / 4.984 eV. As for the total charge: +1. Its expectation value of S² is 6.07. As for the spin multiplicity: 5. The calculation puts the energy relative to the best compared isomer or geometry (same formula, charge and spin) at 24.4 kJ/mol. The calculation puts the HOMO energy (alpha / beta) at -9.74 / -10.44 eV.

XYZ file:
```
77
Properties=species:S:1:pos:R:3:lowdin_spin:R:1
Pt -0.62479 0.63817 0.24221 0.6230
Te 0.98668 -1.44574 -1.03396 0.7164
Br -3.88744 5.41748 -4.13455 0.0875
Br 0.25589 1.74308 -4.87298 0.0608
Cl -2.67668 0.71339 3.29675 0.0041
Cl -1.00667 -1.99933 2.81962 0.0245
Cl 0.55251 0.76041 3.71157 0.0249
S 0.13153 7.23544 1.70008 -0.0324
S 3.22610 -2.47166 2.19502 0.0078
S -1.60565 5.46400 5.28075 0.1014
S 0.84549 9.95007 2.68418 0.1317
S -0.54488 7.98827 4.39671 0.0818
S -0.74149 4.45441 1.97872 0.3584
Si -1.79846 -3.34351 -1.20230 0.0187
Si 3.78217 -3.08133 -2.04838 0.0232
Si -0.89743 0.04966 2.41227 0.0699
O 2.14331 -1.76444 1.41334 0.1006
O -0.30631 1.25164 -1.91655 0.2520
N -2.19154 2.22455 -0.29012 0.0968
C -1.08493 2.09269 -2.39376 0.0878
C -2.90232 -1.92224 -0.72785 0.0042
C 2.05448 -2.47956 -2.56930 0.1494
C -2.97000 3.68396 -2.04817 0.0141
C -2.80816 4.08308 -3.42024 0.2375
C -3.09534 2.74814 0.52126 0.0314
C 2.36807 -3.31411 3.51365 0.0035
C 4.01071 -1.20722 3.17467 0.0024
C -0.61241 5.96331 2.65958 0.0789
C -1.85824 3.50404 -4.25128 -0.0116
C 3.55220 -4.49945 -0.85861 0.0007
C 4.62990 -3.67387 -3.59376 0.0068
C -1.01452 2.52698 -3.76761 0.1910
C -3.92319 4.22553 -1.16860 0.0241
C -2.12460 2.68995 -1.55061 0.0596
C -2.91077 4.45566 4.54816 0.0202
C -1.57285 -3.39955 -3.05293 0.0063
C -0.94792 6.37101 3.96443 0.2400
C -2.46530 -4.95064 -0.54974 0.0025
C -0.09846 -3.11712 -0.38009 0.0542
C -3.97673 3.75648 0.11661 -0.0003
C 4.72433 -1.65761 -1.29957 0.0051
C 0.20542 8.47896 2.90167 -0.0035
H 4.56421 -0.56304 2.49489 0.0000
H -2.54117 -3.50605 -3.54624 0.0000
H -4.68469 4.15703 0.82753 -0.0004
H -2.49858 3.70812 3.88087 0.0023
H -3.94355 -2.16842 -0.94753 0.0000
H 3.09698 -3.82696 4.14034 0.0007
H -1.79878 -5.78692 -0.76983 0.0001
H -1.77785 3.82506 -5.27972 -0.0039
H 2.80662 -4.28469 -0.08947 0.0002
H 1.78688 -2.59034 4.08370 0.0000
H 1.41291 -3.31112 -2.86601 0.0076
H 3.24132 -0.63950 3.69661 0.0000
H 5.08354 -0.98872 -2.08461 0.0002
H -4.59280 5.00364 -1.50708 0.0020
H 1.70710 -4.04083 3.04522 0.0001
H -0.21318 -2.96151 0.69094 0.0046
H 4.07361 -4.48453 -4.06812 0.0001
H 3.23001 -5.39041 -1.40223 0.0002
H -3.11692 2.35778 1.52803 0.0020
H 5.59534 -2.02059 -0.75056 -0.0001
H -2.65120 -1.00912 -1.27535 0.0016
H 0.53769 -3.98551 -0.56226 0.0033
H 4.69705 -1.68854 3.87108 0.0005
H 5.62684 -4.05220 -3.35610 0.0013
H 4.11885 -1.06903 -0.60547 0.0055
H 4.48833 -4.73921 -0.35110 0.0001
H -0.95495 -4.24602 -3.36227 0.0005
H 4.74655 -2.86927 -4.32203 0.0001
H -2.82290 -1.70445 0.33970 0.0013
H -2.59709 -4.89839 0.53308 0.0001
H -3.43746 -5.17320 -0.99373 0.0006
H -1.11214 -2.48409 -3.43532 0.0052
H -3.63432 5.09243 4.04413 0.0019
H 2.12640 -1.77563 -3.40178 0.0069
H -3.38431 3.97123 5.40048 0.0001
```

3.
DFT (ωB97M-V/def2-TZVPD) results for 5 unconnected molecules or ions with the total composition C23H35Cl8NO5 at a distorted geometry.

The calculation puts the lowest unoccupied orbital energy at 3.60 eV. Its orbital gap is 4.960 eV. As for the total charge: -2. As for the spin multiplicity: 1. The calculation puts the HOMO energy at -1.36 eV.

XYZ file:
```
72
Properties=species:S:1:pos:R:3:lowdin_charge:R:1
Cl 1.08804 -0.66414 -6.16552 0.5357
Cl -9.03208 0.66646 1.48431 0.4665
Cl -1.62884 -3.64351 0.99511 0.4903
Cl 2.01834 -2.97636 -4.60442 0.5393
Cl -7.27607 2.29528 -0.22606 0.5309
Cl -1.85787 -4.57858 3.76566 0.4357
Cl 0.63922 2.88571 -4.25524 0.5108
Cl 1.47630 5.65829 -4.69780 0.4242
O 0.32211 3.42044 -1.01513 -0.0974
O 1.63074 3.52394 0.81078 -0.0036
O -0.06541 -0.71776 2.61041 -0.0657
O 2.06070 0.91922 0.67566 -0.0781
O 0.59677 1.36172 3.15557 0.0212
N -0.25637 0.89301 1.00155 0.0898
C -7.36193 1.02900 0.99204 -1.0149
C 2.36887 -2.48805 3.04675 -0.0671
C -2.09860 2.08739 2.10502 -0.0075
C -4.04307 2.78326 0.86082 -0.1724
C 0.84754 1.34044 0.09393 -0.3202
C 0.15306 0.50473 2.40104 -0.6797
C 3.57063 -0.76268 1.54230 -0.3044
C -3.34754 2.67453 2.05145 -0.1162
C 3.46208 -2.21881 2.01275 -0.3994
C -1.85775 -3.15838 2.67996 -1.0053
C -0.59244 -0.80768 -2.84241 -0.2858
C -1.21627 -2.17668 -3.10248 -0.1195
C 3.68229 0.26991 2.65835 -0.0473
C 2.42297 -0.43625 0.56048 -0.1717
C 0.95186 2.93428 -0.03573 -0.6031
C -2.19850 1.70269 -0.24265 -0.0137
C -3.44012 2.29660 -0.28814 -0.1115
C 1.75649 -2.29686 -6.21819 -1.0137
C 4.81125 -2.71222 2.54476 -0.0980
C -0.03639 -0.63865 -1.43334 -0.2079
C 0.65292 0.72819 -1.30236 -0.1348
C 0.79175 4.48702 -3.52048 -1.0029
C -1.48808 1.57182 0.95657 -0.1856
H -5.02493 3.23171 0.81937 0.0326
H -0.18952 4.82552 -3.22038 0.0250
H -0.47291 -2.87117 -3.49419 0.0123
H 3.22544 -2.83794 1.13782 0.1317
H 0.70776 -1.42729 -1.28660 0.1023
H 5.04696 -2.20184 3.48119 0.0703
H 2.31732 -1.71210 3.80643 0.0767
H 4.61199 0.11805 3.21498 0.0673
H -0.83357 -0.73818 -0.69901 0.1021
H -3.78209 3.05455 2.97164 0.0880
H 1.43233 4.41765 -2.65127 0.0153
H 2.56818 -3.44018 3.54607 0.0668
H -1.58360 2.03415 3.05214 0.1019
H 0.20409 -0.60511 -3.56195 0.0418
H -1.78094 1.34211 -1.16739 0.0884
H 1.05776 -2.93374 -6.74752 0.0188
H -1.34426 -0.03024 -3.01219 0.1006
H 5.61762 -2.55235 1.82848 0.0665
H 4.50161 -0.71395 0.96331 0.1237
H -3.95992 2.36606 -1.23886 0.0886
H 1.56787 -1.08516 0.77163 0.1125
H 1.63077 0.64293 -1.78591 0.1230
H 3.71777 1.26562 2.22423 0.0875
H -2.82241 -2.67461 2.76464 0.0229
H 2.77609 -0.64576 -0.45704 0.1180
H -6.92419 0.12831 0.58082 0.0299
H 2.71238 -2.26459 -6.72695 0.0153
H -1.99380 -2.09596 -3.86665 0.0595
H 4.74090 -3.77507 2.78604 0.0618
H -1.67315 -2.57344 -2.19614 0.0557
H -1.06373 -2.47321 2.96950 -0.0158
H 1.38524 -2.55193 2.58668 0.0515
H 2.82712 0.26146 3.32992 0.0647
H 0.10804 1.45713 -1.88834 0.0512
H -6.80880 1.35969 1.86301 0.0251
```

4.
DFT (ωB97M-V/def2-TZVPD) results for a molecular structure, C23H35F5N3O2RhSeSi4 at a distorted geometry.

The calculation puts the lowest unoccupied orbital energy (alpha / beta) at -1.38 / -1.38 eV. Its orbital gap (alpha / beta) is 6.856 / 6.856 eV. As for the spin multiplicity: 1. The calculation puts the energy relative to the best compared isomer or geometry (same formula, charge and spin) at 4.6 kJ/mol. The calculation puts the HOMO energy (alpha / beta) at -8.23 / -8.23 eV.

XYZ file:
```
74
Properties=species:S:1:pos:R:3:lowdin_charge:R:1
Rh -1.52355 -1.41825 0.17337 0.5112
Se 0.23303 -2.00169 1.66565 0.8676
Si -0.39053 0.85606 0.05959 0.4186
Si -1.00826 2.27752 1.87006 0.3597
Si 1.86079 1.54894 -0.29365 0.3675
Si -1.51283 1.41123 -1.98137 0.3485
F 6.20939 -1.36887 2.19008 0.1389
F 1.92784 -0.80553 3.97719 0.0885
F 4.58316 -0.61548 4.22521 0.1322
F 2.48388 -2.64411 -0.33716 0.0713
F 5.14373 -2.38073 -0.09848 0.1293
O -2.95237 -2.85969 0.71064 -0.1667
O -5.16704 -3.17254 0.78260 0.0624
N -0.62454 -3.01078 -0.87537 -0.1099
N -3.06061 -0.29758 1.07311 -0.0851
N 2.00826 -3.29207 -4.83152 0.1745
C -3.36881 1.67170 -1.78191 -0.2102
C 2.10920 -1.64294 1.77164 -0.4562
C -0.21587 -5.34711 -1.08136 -0.0102
C 2.97065 -2.07526 0.77334 -0.2592
C 0.51285 -5.14319 -2.23918 0.0121
C 2.60028 0.39530 -1.58397 -0.2059
C 2.76178 1.68575 1.35137 -0.1945
C 0.07134 -2.80231 -1.98520 -0.0868
C -1.30385 0.08049 -3.29403 -0.2215
C -4.34023 -0.94993 0.70736 -0.1235
C -4.18181 -2.46763 0.73494 -0.6534
C 4.05773 -1.08724 3.09541 -0.1511
C -0.43272 1.47472 3.46548 -0.2176
C 4.34492 -1.97399 0.88811 -0.1388
C -0.88359 3.02504 -2.71304 -0.2192
C -0.76769 -4.26279 -0.42395 -0.1286
C -0.20078 3.96159 1.64970 -0.2130
C 0.65814 -3.84051 -2.69948 -0.1932
C 4.89042 -1.46836 2.05720 -0.1310
C 2.68614 -1.18531 2.94787 -0.2900
C 1.40794 -3.53741 -3.88395 -0.1691
C 2.09977 3.28676 -0.98797 -0.1984
C -2.84688 2.70123 2.07643 -0.2195
H 1.58038 3.48669 -1.92033 -0.0036
H -1.56616 -0.90267 -2.90169 -0.0006
H -0.94547 3.85945 -2.01189 0.0307
H -2.91614 -0.43322 2.07258 0.1090
H -3.43084 1.92599 2.57752 0.0245
H -0.57824 4.62705 2.43068 0.0364
H 3.68573 0.48944 -1.65650 0.0400
H -3.34184 2.95321 1.13571 0.0165
H 0.64232 1.60502 3.60375 0.0223
H 1.82617 4.06420 -0.27477 0.0158
H 0.96427 -5.96654 -2.77532 0.1295
H 2.49434 2.64905 1.79011 0.0198
H -3.60430 2.47218 -1.07732 0.0196
H 0.88501 3.93605 1.73874 0.0021
H -5.15080 -0.64358 1.36796 0.1300
H 2.18290 0.68358 -2.55575 0.0306
H -4.60913 -0.66942 -0.30921 0.1043
H -1.35726 -4.37998 0.47301 0.0993
H -1.98068 0.28506 -4.12783 0.0396
H 0.20316 -1.77663 -2.29890 0.0922
H -3.09759 0.70565 0.92585 0.0083
H -2.90159 3.58997 2.71081 0.0363
H -0.61753 0.39777 3.46680 -0.0051
H -0.44885 4.40614 0.68327 0.0296
H -0.28475 0.03848 -3.68901 0.0310
H -3.89868 0.77133 -1.48130 -0.0025
H -0.35845 -6.33826 -0.67727 0.1184
H 2.47568 0.93041 2.06534 -0.0097
H 2.35672 -0.65360 -1.42519 -0.0044
H 0.14615 2.93940 -3.05621 0.0081
H -1.49897 3.27249 -3.58279 0.0367
H 3.17219 3.38358 -1.18574 0.0426
H -0.93896 1.91679 4.32751 0.0359
H 3.85084 1.68220 1.23395 0.0486
H -3.77894 1.96772 -2.75134 0.0386
```